No. 1
The following is a quantum chemistry calculation of one molecule with the formula C15H23ClN4O4S, from OMol25.

Each line ends with the natural charge from an NBO analysis.
Element x y z (Å)
C (-0.09, -2.11, -0.30)  -0.259
O (0.38, -1.25, 0.72)  -0.558
C (1.77, -0.91, 0.66)  0.164
C (2.03, -0.18, -0.67)  0.665
O (2.64, -0.71, -1.58)  -0.630
N (1.45, 1.03, -0.77)  -0.617
C (1.29, 1.69, -2.06)  -0.241
C (0.11, 1.12, -2.84)  -0.070
C (0.03, 1.77, -4.22)  -0.057
O (1.21, 1.44, -4.93)  -0.720
N (-1.20, 1.28, -2.20)  -0.612
C (-1.49, 1.86, -1.00)  0.707
O (-0.78, 2.67, -0.44)  -0.653
C (-2.81, 1.44, -0.37)  -0.518
C (-2.52, 0.76, 0.93)  0.149
C (-2.02, 1.34, 2.11)  -0.345
C (-1.87, 0.26, 2.95)  0.119
Cl (-1.33, 0.21, 4.57)  0.041
N (-2.27, -0.85, 2.30)  -0.175
C (-2.14, -2.23, 2.72)  -0.416
N (-2.66, -0.55, 1.05)  -0.277
C (2.02, -0.07, 1.91)  -0.421
C (1.90, -1.02, 3.09)  -0.512
S (2.62, -2.61, 2.55)  0.166
C (2.69, -2.11, 0.80)  -0.546
H (-1.17, -2.16, -0.18)  0.212
H (0.13, -1.71, -1.30)  0.171
H (0.33, -3.11, -0.23)  0.174
H (0.85, 1.36, -0.03)  0.424
H (1.17, 2.76, -1.89)  0.228
H (2.19, 1.51, -2.65)  0.249
H (0.30, 0.05, -2.98)  0.212
H (-0.86, 1.41, -4.74)  0.161
H (-0.07, 2.86, -4.10)  0.166
H (1.20, 1.88, -5.79)  0.475
H (-1.86, 0.57, -2.48)  0.394
H (-3.39, 2.35, -0.21)  0.245
H (-3.38, 0.76, -1.01)  0.224
H (-1.80, 2.37, 2.31)  0.249
H (-2.42, -2.32, 3.76)  0.219
H (-2.81, -2.82, 2.10)  0.230
H (-1.11, -2.57, 2.58)  0.223
H (3.03, 0.35, 1.85)  0.220
H (1.31, 0.75, 1.99)  0.227
H (2.44, -0.65, 3.97)  0.226
H (0.86, -1.17, 3.36)  0.214
H (2.41, -2.94, 0.16)  0.238
H (3.70, -1.82, 0.53)  0.235

Computed properties:
HOMO-LUMO gap   8.959 eV
SMILES   CO[C@@]1(C(=O)NC[C@H](CO)NC(=O)Cc2cc(Cl)n(C)n2)CCSC1
Lowest unoccupied orbital energy   0.57 eV

***

No. 2
The following is a quantum chemistry calculation of C15H23CrF5N5O4 as an isolated structure at a distorted geometry, from OMol25.

Each line ends with the natural charge from an NBO analysis.
Element x y z (Å)
Cr (-0.16, -0.41, -0.14)  1.478
C (-3.92, 2.83, -1.85)  -0.417
N (-3.50, 1.64, -1.14)  -0.327
C (-4.56, 0.79, -0.62)  -0.424
C (-2.26, 1.25, -0.95)  0.679
O (-2.02, 0.20, -0.30)  -0.645
C (-1.07, 2.02, -1.54)  -0.151
O (0.03, 1.13, -1.44)  -0.558
C (1.33, 1.60, -1.71)  -0.155
C (2.28, 0.62, -1.03)  0.689
O (1.79, -0.32, -0.35)  -0.647
N (3.58, 0.80, -1.15)  -0.332
C (4.14, 1.89, -1.92)  -0.431
C (4.50, -0.12, -0.52)  -0.425
H (-4.61, 3.39, -1.23)  0.240
H (-3.08, 3.47, -2.10)  0.216
H (-4.44, 2.55, -2.77)  0.237
H (-4.42, 0.63, 0.45)  0.231
H (-5.52, 1.26, -0.80)  0.237
H (-4.53, -0.19, -1.10)  0.235
H (-1.24, 2.28, -2.59)  0.239
H (-0.88, 2.93, -0.95)  0.229
H (1.50, 1.64, -2.80)  0.243
H (1.49, 2.60, -1.28)  0.228
H (3.89, 1.79, -2.98)  0.228
H (3.78, 2.85, -1.56)  0.220
H (5.22, 1.87, -1.82)  0.253
H (3.96, -1.00, -0.18)  0.244
H (5.27, -0.42, -1.24)  0.235
H (4.99, 0.36, 0.33)  0.228
F (-0.60, -0.98, -2.87)  -0.345
C (-0.40, -1.64, -1.69)  0.336
F (-1.54, -2.36, -1.46)  -0.344
C (0.76, -2.61, -1.85)  0.905
F (1.13, -3.00, -0.60)  -0.340
F (0.53, -3.71, -2.55)  -0.277
F (1.81, -1.97, -2.38)  -0.317
C (0.47, 0.57, 4.50)  -0.416
N (0.09, -0.58, 3.70)  -0.380
C (-0.12, -1.79, 4.28)  0.141
C (-0.48, -2.87, 3.53)  -0.349
C (-0.62, -2.71, 2.12)  0.508
N (-0.35, -1.51, 1.57)  -0.636
C (-0.03, -0.45, 2.35)  0.752
O (0.15, 0.64, 1.77)  -0.686
N (-1.01, -3.71, 1.35)  -0.705
H (0.03, 0.50, 5.49)  0.233
H (0.12, 1.48, 4.00)  0.248
H (1.56, 0.63, 4.59)  0.228
H (-0.01, -1.84, 5.35)  0.251
H (-0.68, -3.82, 3.99)  0.259
H (-1.20, -4.62, 1.75)  0.429
H (-1.15, -3.60, 0.36)  0.427

Computed properties:
Spin multiplicity   2
HOMO-LUMO gap (alpha / beta)   8.393 / 8.899 eV
Lowest unoccupied orbital energy (alpha / beta)   -6.82 / -6.30 eV
<S²>   0.8051
Net charge   +2

***

No. 3
The following is a quantum chemistry calculation of C15H23F6N3O4S2Si2V as an isolated structure, from OMol25.

Each line ends with the natural charge from an NBO analysis.
Element x y z (Å)
V (0.88, -1.12, -0.55)  0.982
C (0.67, 1.72, -2.85)  -1.122
Si (1.35, 2.12, -1.15)  1.731
C (3.23, 2.06, -1.12)  -1.125
C (1.00, 3.93, -0.87)  -1.129
C (0.66, 0.92, 0.10)  -1.327
C (1.66, 0.55, 1.13)  0.288
C (2.19, 1.36, 2.14)  -0.267
C (3.11, 0.83, 3.03)  -0.144
C (3.51, -0.49, 2.91)  -0.270
C (2.97, -1.25, 1.89)  0.053
N (2.08, -0.74, 1.04)  -0.544
Si (-1.03, 1.27, 0.86)  1.725
C (-1.31, 3.06, 1.35)  -1.127
C (-2.38, 0.89, -0.39)  -1.141
C (-1.20, 0.31, 2.47)  -1.121
H (1.30, 2.14, -3.64)  0.236
H (-0.32, 2.16, -2.97)  0.244
H (0.57, 0.65, -3.04)  0.228
H (3.64, 2.53, -2.01)  0.235
H (3.66, 1.06, -1.03)  0.227
H (3.58, 2.64, -0.26)  0.237
H (1.57, 4.51, -1.61)  0.236
H (1.32, 4.26, 0.12)  0.231
H (-0.05, 4.20, -0.99)  0.235
H (1.86, 2.38, 2.21)  0.229
H (3.51, 1.45, 3.82)  0.222
H (4.22, -0.93, 3.59)  0.227
H (3.24, -2.29, 1.75)  0.201
H (-1.50, 3.71, 0.50)  0.229
H (-0.49, 3.49, 1.93)  0.224
H (-2.21, 3.09, 1.99)  0.238
H (-2.80, 1.84, -0.74)  0.236
H (-3.19, 0.32, 0.07)  0.259
H (-2.04, 0.34, -1.26)  0.232
H (-1.14, 1.00, 3.31)  0.230
H (-0.44, -0.46, 2.61)  0.228
H (-2.17, -0.20, 2.51)  0.254
F (-0.28, -4.45, 0.65)  -0.281
C (-0.32, -4.03, -0.60)  0.726
F (0.95, -3.74, -0.98)  -0.310
F (-0.81, -4.97, -1.38)  -0.279
S (-1.26, -2.43, -0.76)  2.209
O (-0.91, -1.77, 0.51)  -0.907
O (-0.62, -1.76, -1.91)  -0.882
N (-2.71, -2.73, -1.05)  -1.183
S (-3.80, -3.18, 0.08)  2.241
O (-3.39, -4.37, 0.75)  -0.910
O (-4.28, -2.05, 0.81)  -0.894
C (-5.13, -3.66, -1.10)  0.731
F (-5.50, -2.64, -1.86)  -0.299
F (-4.73, -4.66, -1.88)  -0.302
F (-6.16, -4.06, -0.36)  -0.305
N (3.22, -1.00, -2.60)  -0.659
C (2.35, -0.97, -1.82)  0.266
H (3.86, -0.81, -3.34)  0.457

Computed properties:
Spin multiplicity   2
HOMO-LUMO gap (alpha / beta)   7.918 / 7.014 eV
Lowest unoccupied orbital energy (alpha / beta)   0.10 / -0.12 eV
<S²>   0.7802

***

No. 4
The following is a quantum chemistry calculation of C15H23FeI2N3O8P2 as an isolated structure, from OMol25.

Each line ends with the natural charge from an NBO analysis.
Element x y z (Å)
Fe (-0.23, -0.08, -0.43)  1.573
C (-2.42, 4.54, -0.49)  -0.637
C (-1.77, 3.46, -1.37)  -0.499
O (-1.82, 3.81, -2.75)  -0.743
P (0.01, 3.27, -1.03)  2.386
O (0.22, 3.79, 0.45)  -0.974
O (0.71, 4.41, -1.90)  -0.980
O (0.56, 1.91, -1.28)  -1.149
P (-2.51, 1.82, -1.02)  2.359
O (-1.82, 0.89, -2.19)  -1.031
O (-3.97, 1.84, -1.21)  -1.119
O (-1.81, 1.38, 0.24)  -1.210
H (-1.92, 5.50, -0.63)  0.222
H (-2.37, 4.25, 0.56)  0.240
H (-3.46, 4.63, -0.78)  0.234
H (-2.72, 3.68, -3.06)  0.493
H (0.99, 3.39, 0.87)  0.513
H (0.36, 4.43, -2.80)  0.528
H (-2.47, 0.64, -2.86)  0.518
I (0.51, -5.13, -1.22)  0.137
C (1.98, -3.71, -0.77)  -0.277
C (3.30, -4.13, -0.57)  -0.228
C (4.29, -3.23, -0.29)  -0.211
I (6.24, -3.94, -0.01)  0.130
C (3.99, -1.85, -0.20)  -0.034
C (4.93, -0.83, 0.07)  -0.155
C (4.52, 0.47, 0.12)  -0.261
C (3.16, 0.77, -0.09)  0.057
N (2.26, -0.15, -0.33)  -0.472
C (2.65, -1.44, -0.40)  0.046
C (1.60, -2.38, -0.71)  0.414
O (0.40, -1.95, -0.90)  -0.867
H (3.53, -5.19, -0.63)  0.236
H (5.97, -1.08, 0.22)  0.231
H (5.22, 1.27, 0.31)  0.224
H (2.81, 1.80, -0.07)  0.188
N (0.04, -0.18, 1.83)  -0.884
C (-0.71, -1.14, 2.68)  -0.216
C (-2.22, -1.03, 2.45)  -0.438
C (-2.84, -2.27, 1.81)  -0.400
C (-2.20, -2.64, 0.47)  -0.220
N (-2.15, -1.49, -0.46)  -0.882
H (1.02, -0.20, 2.08)  0.378
H (-0.31, 0.75, 2.01)  0.386
H (-0.47, -0.98, 3.74)  0.182
H (-0.35, -2.14, 2.42)  0.195
H (-2.40, -0.17, 1.81)  0.244
H (-2.73, -0.83, 3.40)  0.211
H (-3.91, -2.10, 1.68)  0.204
H (-2.74, -3.13, 2.47)  0.207
H (-2.75, -3.48, 0.05)  0.184
H (-1.18, -2.97, 0.61)  0.207
H (-3.05, -1.02, -0.48)  0.376
H (-1.96, -1.85, -1.39)  0.384

Computed properties:
Spin multiplicity   5
HOMO-LUMO gap (alpha / beta)   7.520 / 7.512 eV
Lowest unoccupied orbital energy (alpha / beta)   0.03 / -0.02 eV
<S²>   6.0073

***

No. 5
The following is a quantum chemistry calculation of an isolated ion of composition C15H23N2O and charge +1 at a distorted geometry, from OMol25.

Each line ends with the natural charge from an NBO analysis.
Element x y z (Å)
C (1.13, 3.39, -0.86)  -0.416
C (1.18, 2.68, -2.22)  -0.416
C (0.90, 1.20, -1.96)  -0.213
N (0.25, 1.17, -0.61)  -0.470
C (0.38, -0.08, 0.06)  0.124
C (0.34, -0.02, 1.58)  -0.097
C (-0.76, 0.62, 2.18)  -0.187
C (-0.86, 0.60, 3.58)  -0.205
C (0.10, -0.07, 4.34)  -0.188
C (1.17, -0.74, 3.72)  -0.188
C (1.28, -0.72, 2.33)  -0.210
C (0.61, 2.37, 0.15)  -0.212
H (2.13, 3.73, -0.55)  0.224
H (0.47, 4.26, -0.89)  0.227
H (0.40, 3.09, -2.88)  0.219
H (2.15, 2.81, -2.71)  0.232
H (0.23, 0.76, -2.71)  0.188
H (1.83, 0.61, -1.96)  0.177
H (1.36, -0.46, -0.24)  0.190
H (-1.49, 1.16, 1.58)  0.218
H (-1.70, 1.11, 4.05)  0.234
H (0.01, -0.09, 5.43)  0.237
H (1.91, -1.28, 4.31)  0.236
H (2.11, -1.23, 1.81)  0.222
H (1.36, 2.16, 0.93)  0.194
H (-0.28, 2.75, 0.67)  0.202
C (-0.50, -3.29, -1.55)  -0.099
C (0.06, -2.46, -0.42)  -0.229
N (-0.63, -1.07, -0.33)  -0.385
C (-1.71, -0.67, -1.35)  -0.241
C (-2.16, -1.80, -2.26)  -0.096
O (-1.91, -3.08, -1.66)  -0.502
H (0.04, -3.03, -2.48)  0.184
H (-0.38, -4.36, -1.31)  0.234
H (-0.11, -2.94, 0.56)  0.233
H (1.13, -2.29, -0.56)  0.227
H (-1.22, -1.21, 0.51)  0.460
H (-2.56, -0.33, -0.75)  0.226
H (-1.33, 0.18, -1.92)  0.251
H (-3.26, -1.75, -2.37)  0.230
H (-1.68, -1.71, -3.25)  0.185

Computed properties:
HOMO-LUMO gap   9.874 eV
SMILES   c1ccc([C@H](N2CCCC2)[NH+]2CCOCC2)cc1
Lowest unoccupied orbital energy   -2.50 eV
Net charge   +1